The following is a DFT calculation (wB97M-V/def2-TZVPD) of a 2-piece molecular cluster, C6H15N2S overall at a distorted geometry.

Calculated values
- Energy relative to the best compared isomer or geometry (same formula, charge and spin): 51.50 kcal/mol
- DFT total energy: -744.98962 Ha
- F_max: 3.7 eV Å⁻¹
- Net charge: +1

The geometry in XYZ format:
```
24
Properties=species:S:1:pos:R:3:forces:R:3
C 3.77223 0.17518 -0.68510 0.83 -0.68 0.35
C 3.69039 -0.81233 0.19740 -0.21 1.56 0.54
C -1.13831 0.42717 -0.10364 0.02 0.96 0.37
C -0.54660 1.80400 0.09963 2.16 -0.32 -2.06
C -3.22084 1.34503 -0.93486 1.58 -0.55 -0.46
C -0.29199 -3.23787 0.40255 0.35 -0.39 -0.35
N -2.35353 0.21783 -0.59667 2.00 2.72 0.79
N -0.25712 -0.53691 0.20989 -3.00 -1.34 -1.70
S -0.31556 -1.91970 -0.82442 0.28 -0.59 0.26
H 3.10879 0.98742 -0.68104 -1.28 0.84 0.26
H 4.56573 0.39472 -1.35709 0.70 -0.68 -0.68
H 4.40115 -1.55396 0.46391 0.65 -0.65 -0.59
H 2.99713 -0.63293 1.00018 -0.77 -0.37 0.18
H -0.55271 2.12708 1.11060 0.19 -0.23 1.22
H 0.53707 1.56208 -0.27558 -1.75 1.31 0.98
H -0.89026 2.71559 -0.42532 -0.28 -1.04 -0.24
H -4.09207 0.98261 -1.40271 -0.75 -0.14 -0.93
H -3.46169 1.91802 -0.12190 -1.13 0.82 2.72
H -2.62665 2.07843 -1.42816 0.08 0.11 -1.60
H -1.30605 -3.50377 0.67462 0.03 -0.01 0.40
H 0.18713 -4.11198 -0.07049 -0.19 0.40 0.11
H 0.34702 -2.92577 1.23491 -0.33 -0.17 -0.07
H -2.79894 -0.62760 -0.48685 -0.64 -2.58 -0.04
H 0.63661 -0.35442 0.55685 1.46 0.99 0.54
```
Positions in Å, forces in eV/Å.


The following is a DFT calculation (wB97M-V/def2-TZVPD) of an isolated ion of composition C6H15N3P and charge +1 at a distorted geometry.

Calculated values
- Energy relative to the best compared isomer or geometry (same formula, charge and spin): 9.18 kcal/mol
- DFT total energy: -742.66904 Ha
- Multiplicity: 3
- F_max: 7.4 eV Å⁻¹
- Net charge: +1

The geometry in XYZ format:
```
25
Properties=species:S:1:pos:R:3:forces:R:3
C -1.51640 3.76822 -1.06924 1.76 0.94 1.08
C -1.02753 2.66880 -0.17121 0.86 -1.28 1.58
C -0.35703 1.64628 -1.04861 2.51 -1.63 -0.31
C 0.48024 0.50928 -0.19719 0.05 1.67 -2.55
C 0.89683 -0.75529 -1.00542 2.33 -0.08 1.03
C 0.40168 -2.08573 -0.34948 -0.69 0.61 -2.41
N 1.37244 -3.62547 3.03086 -2.19 0.60 -2.72
N 0.43256 -3.20283 1.58990 -0.75 -3.78 5.67
N 1.05450 -2.47587 0.84996 4.86 4.62 -3.02
P 0.76590 -4.67282 3.96159 -0.72 -1.16 0.71
H -2.36868 3.60353 -1.61813 -2.17 -1.20 -1.13
H -1.76080 4.63889 -0.50379 0.18 0.93 0.34
H -0.75631 3.96720 -1.81899 0.24 0.54 0.10
H -1.86692 2.07561 0.25949 0.41 0.97 0.56
H -0.20125 2.99339 0.67392 -2.37 -0.49 -1.99
H -1.06096 1.03881 -1.66290 0.25 0.79 0.17
H 0.32859 2.26189 -1.70788 -0.46 -1.30 0.34
H -0.16016 0.33713 0.61051 -1.09 -0.97 1.34
H 1.35126 0.96377 0.24034 0.44 0.38 0.08
H 0.54193 -0.69998 -2.01900 -0.61 -0.24 -0.34
H 2.08274 -0.78775 -1.20983 -2.43 -0.03 0.82
H 0.53274 -2.93980 -1.01614 -0.44 0.15 -0.38
H -0.61066 -1.95371 -0.03794 -1.11 -0.01 -0.50
H 1.98765 -2.04326 0.85170 -0.11 -0.84 1.23
H -0.54235 -5.23029 3.36750 1.26 0.81 0.29
```
Positions in Å, forces in eV/Å.


The following is a DFT calculation (wB97M-V/def2-TZVPD) of an isolated ion of composition C6H15N3Si and charge +2 at a distorted geometry.

Calculated values
- Energy relative to the best compared isomer or geometry (same formula, charge and spin): 6.59 kcal/mol
- DFT total energy: -690.71117 Ha
- F_max: 5.7 eV Å⁻¹
- Net charge: +2

The geometry in XYZ format:
```
25
Properties=species:S:1:pos:R:3:forces:R:3
C -2.36164 -0.95857 0.88594 0.44 0.53 2.15
Si -0.96022 0.28567 0.98141 -0.65 -0.12 -2.19
C -1.41829 2.01107 0.39569 2.72 0.72 2.67
C -0.10676 0.06256 2.57649 1.22 -2.26 1.71
C 0.11212 -0.45063 -0.75758 -3.64 -3.72 2.39
N 0.38595 0.42597 -1.77782 2.97 0.67 -2.48
C 1.46521 0.48872 -2.47270 0.99 0.60 0.21
N 2.54575 -0.28692 -2.07259 -0.18 2.59 -2.76
C 2.47643 -1.04412 -1.00952 -1.65 -0.91 1.63
N 1.32061 -1.16279 -0.41194 1.78 -1.87 0.21
H -3.23073 -0.70395 0.28407 -0.06 0.16 0.22
H -1.99287 -1.92185 0.55792 0.03 -0.39 0.09
H -2.59279 -1.04142 2.01869 -0.29 -0.17 -1.90
H -0.49767 2.72634 0.34775 -1.54 -1.23 -0.17
H -2.02706 2.07173 -0.46580 -0.86 0.21 -0.68
H -1.90720 2.34865 1.35247 -0.20 0.13 -1.14
H 0.73672 0.62356 2.96885 0.15 0.48 -0.63
H -0.82292 0.13922 3.40803 -0.39 0.25 -0.42
H 0.22964 -1.03647 2.77998 -0.58 1.53 -0.79
H -0.69386 -1.28111 -1.17342 1.93 2.00 0.90
H -0.31264 1.00566 -2.08791 -2.46 1.86 -0.63
H 1.69477 1.24101 -3.29342 -0.86 -1.04 1.03
H 3.38353 -0.02388 -2.57756 0.53 -0.62 0.43
H 3.36324 -1.52000 -0.65986 0.42 -0.61 0.28
H 1.21069 -1.99845 0.20282 0.18 1.23 -0.13
```
Positions in Å, forces in eV/Å.


The following is a DFT calculation (wB97M-V/def2-TZVPD) of C6H15N4O as an isolated structure at a distorted geometry.

Calculated values
- Energy relative to the best compared isomer or geometry (same formula, charge and spin): 68.48 kcal/mol
- DFT total energy: -531.52526 Ha
- F_max: 4.4 eV Å⁻¹
- Net charge: +1

The geometry in XYZ format:
```
26
Properties=species:S:1:pos:R:3:forces:R:3
C -2.32553 -1.44061 -0.25511 -2.63 -0.23 0.30
C -0.86422 -1.23122 -0.41130 0.15 1.56 -0.06
C -2.28731 0.05091 0.02261 1.00 -2.53 -0.62
C 4.39358 0.13465 0.49099 -2.15 -3.06 2.25
C -4.59453 0.65813 0.32117 -1.58 -1.60 0.13
C 3.44653 1.12358 -0.08190 0.66 2.47 -0.41
N 0.17244 -1.84219 -0.86783 -0.32 -1.34 0.37
N -0.96047 0.08128 -0.03286 1.54 1.92 0.27
N 1.95263 0.88004 0.08766 1.06 0.66 -0.33
N -3.22060 0.94173 0.15681 2.18 1.93 1.51
O 1.45350 -1.41989 -0.93980 -0.17 0.67 0.03
H -3.03044 -1.66206 -1.02540 0.22 -0.65 -1.32
H -2.71603 -2.01032 0.57968 0.50 -0.27 0.46
H 4.35503 -0.85375 -0.06428 0.23 1.12 0.63
H 5.36124 0.55317 0.48921 1.17 0.23 -0.06
H 4.10285 -0.11176 1.58555 0.68 0.36 -1.56
H -4.75649 0.79030 1.41503 -0.73 -0.39 -0.81
H -5.18251 1.41265 -0.25924 0.22 -1.03 0.46
H -4.75234 -0.44999 -0.00810 -0.31 2.20 0.60
H 3.91504 2.14959 0.17602 -1.84 -1.05 0.41
H 3.75835 1.14217 -1.09669 -0.82 -0.16 -1.53
H 1.69032 1.16579 1.03207 0.01 -0.57 -0.10
H 1.61493 -0.40145 -0.49749 -0.27 -0.46 0.52
H 1.31323 1.44031 -0.50423 1.03 -0.04 0.19
H -2.94728 1.74536 0.75905 0.20 -0.32 -1.28
H 0.10809 -2.84642 -1.07162 -0.02 0.60 -0.05
```
Positions in Å, forces in eV/Å.


The following is a DFT calculation (wB97M-V/def2-TZVPD) of an isolated molecule of C6H15NO at a distorted geometry.

Calculated values
- Energy relative to the best compared isomer or geometry (same formula, charge and spin): 35.13 kcal/mol
- DFT total energy: -367.57532 Ha
- F_max: 1.4 eV Å⁻¹

The geometry in XYZ format:
```
23
Properties=species:S:1:pos:R:3:forces:R:3
C 2.42944 0.05178 1.23206 0.68 0.15 0.41
N 1.58199 -0.48102 0.17024 -0.07 -0.21 0.35
C 0.36507 0.30513 -0.01605 0.20 -0.23 -0.50
C -0.52937 0.35055 1.22602 0.79 0.36 0.17
O -0.19157 1.51666 1.99015 -0.26 0.08 -0.19
C -0.35084 -0.18858 -1.27465 -0.83 -0.98 0.45
C -1.06458 -1.54342 -1.04316 0.33 -0.19 -0.24
C -1.37476 0.81985 -1.77523 0.81 0.08 -0.50
H 3.39543 0.39267 0.85307 0.00 -0.04 -0.18
H 2.65438 -0.68623 2.00851 -0.09 -0.07 -0.13
H 1.98270 0.89838 1.74417 -0.13 0.07 0.03
H 1.32394 -1.42205 0.44375 -0.07 -0.02 -0.24
H 0.71243 1.31162 -0.22624 -0.08 0.39 0.07
H -0.29112 -0.52390 1.82535 -0.22 -0.37 0.13
H -1.57832 0.34591 0.97529 -0.45 0.03 -0.10
H -0.88704 1.67367 2.63267 -0.03 0.00 0.09
H 0.41102 -0.40706 -2.00851 0.33 0.37 -0.31
H -0.44847 -2.29370 -0.52687 -0.14 0.39 0.30
H -2.02240 -1.39411 -0.53815 0.11 -0.23 0.10
H -1.24978 -2.04384 -1.99731 -0.29 0.30 -0.09
H -2.00499 1.14957 -0.97967 -0.78 -0.02 0.60
H -1.96898 0.44060 -2.60236 -0.13 -0.13 0.03
H -0.89421 1.72753 -2.11310 0.31 0.27 -0.27
```
Positions in Å, forces in eV/Å.


The following is a DFT calculation (wB97M-V/def2-TZVPD) of a 2-piece molecular cluster, C6H15NO overall at a distorted geometry.

Calculated values
- Energy relative to the best compared isomer or geometry (same formula, charge and spin): 61.39 kcal/mol
- DFT total energy: -367.53347 Ha
- F_max: 2.3 eV Å⁻¹

The geometry in XYZ format:
```
23
Properties=species:S:1:pos:R:3:forces:R:3
C 0.62732 0.51961 -1.77877 0.72 -0.64 -0.69
C 0.66266 0.01550 -0.55124 -1.29 0.62 0.28
C 0.29624 1.02561 0.56872 -0.39 0.99 -0.19
C 0.27386 0.89082 2.10506 -0.25 0.15 0.72
C 0.94976 -1.40740 -0.24522 -0.02 -1.24 1.51
C 0.03339 -2.28598 0.71448 1.58 0.25 -1.59
N -1.22193 -2.69131 0.07415 0.41 0.39 0.48
H 0.77602 -0.09535 -2.66364 0.02 -0.19 0.24
H 0.55985 1.56515 -2.01679 -0.28 0.22 0.34
H -0.73237 1.31881 0.30622 0.26 -0.14 0.01
H 0.86693 1.93973 0.37275 0.03 -0.13 -0.19
H 0.33366 -0.09920 2.52503 -0.11 -0.43 -0.08
H 0.98791 1.47034 2.69298 0.73 -0.03 -0.68
H -0.64028 1.35584 2.49931 -0.18 -0.46 -0.33
H 1.91303 -1.26769 0.28076 -0.06 -0.84 -0.09
H 1.06373 -2.13388 -1.06185 0.35 0.99 -0.48
H -0.00938 -1.82990 1.67718 -0.68 0.35 0.69
H 0.66389 -3.17275 0.83405 -0.17 -0.11 0.21
H -1.47157 -2.01854 -0.64110 -0.25 0.05 0.16
H -1.93723 -2.72371 0.78805 -0.30 0.02 -0.31
O -1.38784 2.94083 -2.41731 0.28 -0.29 -0.82
H -1.95464 3.12729 -1.68221 -0.35 0.29 0.64
H -0.65302 3.55619 -2.38061 -0.05 0.17 0.15
```
Positions in Å, forces in eV/Å.